No. 1
Below is a 2-piece molecular cluster, C7H13NO overall in a non-equilibrium geometry, with properties calculated with the ωB97M-V functional and the def2-TZVPD basis.

Geometry as XYZ:
```
22
C7H13NO the ωB97M-V functional and the def2-TZVPD basis
C 0.07 -1.71 1.68
C 1.38 0.64 -1.12
C 0.47 -0.45 0.97
C 1.31 -0.58 -0.28
C 1.74 -1.76 -0.72
N 0.46 0.63 1.66
H 0.76 1.46 1.16
H -0.51 -1.44 2.56
H -0.53 -2.32 1.02
H 0.95 -2.27 2.00
H 1.86 0.45 -2.08
H 0.23 0.93 -1.33
H 1.87 1.47 -0.62
H 1.58 -2.68 -0.19
H 2.32 -1.84 -1.63
C -2.08 1.90 -0.10
C -1.72 0.68 -0.90
O -1.57 -0.43 -0.37
H -2.02 0.73 -1.97
H -1.74 2.80 -0.61
H -1.64 1.83 0.89
H -3.16 1.95 0.00
```

Calculated values
- ΔE to the lowest compared entry with this formula, charge and spin: 232.9 kJ/mol
- Gap between HOMO and LUMO: 0.3512 hartree
- E_tot: -404.4387 a.u.
- Multiplicity: 1
- Structure (SMILES): [H]/N=C(/C)C(=C)C.CC=O

Quick look at the natural (NBO) charges, all values in e: number 1, C, carries -0.67; number 2, C, carries -0.61; number 3, C, carries 0.33; number 4, C, carries -0.08; number 5, C, carries -0.35; number 6, N, carries -0.66; number 7, H, carries 0.32; number 8, H, carries 0.24; number 9, H, carries 0.23; number 10, H, carries 0.22; number 11, H, carries 0.22; number 12, H, carries 0.20; number 13, H, carries 0.22; number 14, H, carries 0.20; number 15, H, carries 0.19; number 16, C, carries -0.73; number 17, C, carries 0.41; number 18, O, carries -0.53; number 19, H, carries 0.13; number 20, H, carries 0.22; number 21, H, carries 0.25; number 22, H, carries 0.25



No. 2
Below is C24H66MgN7O9 as an isolated structure in a non-equilibrium geometry, with properties calculated with the ωB97M-V functional and the def2-TZVPD basis.

Geometry as XYZ:
```
107
C24H66MgN7O9 the ωB97M-V functional and the def2-TZVPD basis
Mg -14.56 -20.75 23.51
N -16.46 -21.33 26.10
O -15.69 -21.09 25.20
O -16.74 -20.51 26.95
O -16.93 -22.44 26.20
C -16.50 -24.15 21.73
C -16.06 -22.71 21.88
C -17.18 -21.71 22.33
O -16.63 -20.49 22.63
C -17.56 -19.42 22.91
N -14.95 -22.70 22.87
H -15.67 -24.82 21.95
H -16.93 -24.36 20.74
H -17.29 -24.45 22.42
H -15.55 -22.34 21.00
H -17.72 -22.07 23.21
H -17.89 -21.71 21.50
H -17.12 -18.51 22.49
H -17.65 -19.27 23.98
H -18.52 -19.63 22.44
H -15.23 -23.29 23.64
H -14.33 -23.35 22.41
C -21.99 -20.99 24.58
C -20.43 -20.88 24.76
C -20.16 -19.84 25.88
O -20.50 -18.44 25.52
C -20.35 -17.65 26.73
N -19.83 -22.19 25.02
H -22.52 -20.05 24.45
H -22.26 -21.49 25.52
H -22.35 -21.51 23.70
H -20.09 -20.52 23.79
H -19.13 -19.91 26.22
H -20.77 -20.08 26.75
H -20.84 -18.13 27.57
H -20.77 -16.64 26.66
H -19.30 -17.50 26.96
H -18.88 -22.00 25.28
H -20.18 -22.47 25.93
C -14.62 -25.05 26.34
C -13.20 -25.06 26.93
C -12.72 -26.36 27.62
O -13.56 -26.64 28.75
C -13.39 -27.98 29.22
N -12.23 -24.73 25.88
H -14.77 -24.04 25.96
H -15.32 -25.17 27.17
H -14.72 -25.84 25.59
H -13.04 -24.28 27.67
H -11.64 -26.32 27.74
H -12.80 -27.18 26.90
H -14.24 -28.11 29.90
H -12.46 -28.27 29.71
H -13.67 -28.71 28.46
H -12.19 -23.73 25.96
H -12.63 -24.85 24.96
C -17.60 -23.66 29.61
C -18.99 -23.91 28.99
C -20.16 -23.90 30.09
O -19.91 -24.72 31.24
C -21.04 -24.64 32.13
N -19.27 -22.84 28.04
H -17.72 -22.92 30.40
H -16.92 -23.29 28.84
H -17.25 -24.60 30.06
H -19.00 -24.87 28.47
H -21.11 -24.10 29.60
H -20.23 -22.86 30.40
H -20.90 -25.21 33.05
H -22.03 -24.86 31.73
H -21.09 -23.56 32.30
H -19.43 -21.92 28.45
H -18.45 -22.59 27.51
C -14.56 -19.46 31.29
C -14.86 -19.85 29.84
C -14.26 -21.21 29.43
O -12.85 -21.18 29.54
C -12.23 -20.72 28.39
N -16.28 -19.74 29.67
H -15.19 -18.69 31.75
H -13.61 -18.94 31.36
H -14.50 -20.27 32.02
H -14.43 -19.09 29.18
H -14.70 -21.55 28.50
H -14.56 -21.98 30.13
H -12.25 -21.36 27.51
H -11.29 -20.68 28.94
H -12.58 -19.75 28.06
H -16.50 -20.10 28.74
H -16.61 -18.80 29.80
C -13.99 -18.28 26.07
C -14.95 -18.02 24.95
C -14.97 -16.55 24.54
O -15.54 -15.73 25.53
C -16.00 -14.50 25.06
N -14.45 -18.74 23.76
H -13.94 -19.30 26.44
H -14.28 -17.66 26.92
H -13.03 -17.99 25.66
H -15.98 -18.33 25.14
H -15.65 -16.52 23.69
H -14.00 -16.23 24.15
H -16.31 -13.91 25.93
H -16.89 -14.56 24.43
H -15.24 -14.05 24.42
H -13.50 -18.42 23.68
H -14.93 -18.28 23.00
```

Calculated values
- ⟨S²⟩: 0.751
- Gap between HOMO and LUMO (alpha / beta): 0.1700 / 0.3083 hartree
- E_tot: -2214.2726 a.u.
- Multiplicity: 2

Here are the Löwdin charges for atoms 1 to 99, given in e: number 1, Mg, carries 0.50; number 2, N, carries -0.58; number 3, O, carries -0.10; number 4, O, carries 0.01; number 5, O, carries 0.00; number 6, C, carries -0.04; number 7, C, carries -0.37; number 8, C, carries -0.20; number 9, O, carries -0.28; number 10, C, carries -0.02; number 11, N, carries -0.02; number 12, H, carries 0.08; number 13, H, carries 0.09; number 14, H, carries 0.09; number 15, H, carries 0.14; number 16, H, carries 0.12; number 17, H, carries 0.14; number 18, H, carries 0.09; number 19, H, carries 0.09; number 20, H, carries 0.10; number 21, H, carries 0.07; number 22, H, carries 0.08; number 23, C, carries -0.05; number 24, C, carries -0.42; number 25, C, carries -0.17; number 26, O, carries -0.19; number 27, C, carries -0.11; number 28, N, carries 0.06; number 29, H, carries 0.07; number 30, H, carries 0.08; number 31, H, carries 0.07; number 32, H, carries 0.10; number 33, H, carries 0.10; number 34, H, carries 0.11; number 35, H, carries 0.08; number 36, H, carries 0.08; number 37, H, carries 0.08; number 38, H, carries 0.01; number 39, H, carries 0.04; number 40, C, carries -0.04; number 41, C, carries -0.42; number 42, C, carries -0.21; number 43, O, carries -0.18; number 44, C, carries -0.11; number 45, N, carries 0.03; number 46, H, carries 0.05; number 47, H, carries 0.07; number 48, H, carries 0.08; number 49, H, carries 0.13; number 50, H, carries 0.12; number 51, H, carries 0.11; number 52, H, carries 0.08; number 53, H, carries 0.09; number 54, H, carries 0.08; number 55, H, carries 0.05; number 56, H, carries 0.05; number 57, C, carries -0.05; number 58, C, carries -0.38; number 59, C, carries -0.20; number 60, O, carries -0.19; number 61, C, carries -0.10; number 62, N, carries 0.03; number 63, H, carries 0.08; number 64, H, carries 0.05; number 65, H, carries 0.07; number 66, H, carries 0.13; number 67, H, carries 0.12; number 68, H, carries 0.11; number 69, H, carries 0.09; number 70, H, carries 0.08; number 71, H, carries 0.08; number 72, H, carries 0.07; number 73, H, carries 0.01; number 74, C, carries -0.06; number 75, C, carries -0.43; number 76, C, carries -0.18; number 77, O, carries -0.17; number 78, C, carries -0.13; number 79, N, carries 0.04; number 80, H, carries 0.07; number 81, H, carries 0.07; number 82, H, carries 0.08; number 83, H, carries 0.11; number 84, H, carries 0.11; number 85, H, carries 0.13; number 86, H, carries 0.08; number 87, H, carries 0.11; number 88, H, carries 0.06; number 89, H, carries 0.01; number 90, H, carries 0.07; number 91, C, carries -0.04; number 92, C, carries -0.41; number 93, C, carries -0.21; number 94, O, carries -0.16; number 95, C, carries -0.11; number 96, N, carries -0.01; number 97, H, carries 0.06; number 98, H, carries 0.10; number 99, H, carries 0.09



No. 3
Below is a 2-piece molecular cluster, C2H5NO2 overall in a non-equilibrium geometry, with properties calculated with the ωB97M-V functional and the def2-TZVPD basis.

Geometry as XYZ:
```
10
C2H5NO2 the ωB97M-V functional and the def2-TZVPD basis
C 1.83 -0.74 -0.14
C 1.74 0.55 -0.26
N -1.69 -0.63 0.17
O 1.72 -1.92 -0.18
O -2.61 0.36 0.00
H -2.15 -1.35 0.74
H 0.70 0.87 -0.06
H 2.56 1.15 -0.33
H -1.73 -1.06 -0.72
H -2.18 1.24 -0.18
```

Calculated values
- ΔE to the lowest compared entry with this formula, charge and spin: 375.0 kJ/mol
- Gap between HOMO and LUMO: 0.3686 hartree
- E_tot: -284.3245 a.u.
- Multiplicity: 1
- Structure (SMILES): C=C=O.NO

Quick look at the natural (NBO) charges, all values in e: number 1, C, carries 0.72; number 2, C, carries -0.78; number 3, N, carries -0.52; number 4, O, carries -0.47; number 5, O, carries -0.60; number 6, H, carries 0.33; number 7, H, carries 0.27; number 8, H, carries 0.25; number 9, H, carries 0.32; number 10, H, carries 0.46



No. 4
Below is C3H5N3O as an isolated structure in a non-equilibrium geometry, with properties calculated with the ωB97M-V functional and the def2-TZVPD basis.

Geometry as XYZ:
```
12
C3H5N3O the ωB97M-V functional and the def2-TZVPD basis
C 0.15 -0.67 0.23
C 0.21 0.85 -0.23
C -1.22 -0.92 0.60
H 2.99 -1.44 -0.45
H 0.39 1.17 -1.26
H 0.91 1.35 0.53
H -1.57 2.24 0.31
H -1.88 -1.83 0.54
N 1.03 -1.53 -0.06
N -1.16 1.30 0.02
N -1.85 0.24 0.63
O 2.00 -0.76 -0.86
```

Calculated values
- ΔE to the lowest compared entry with this formula, charge and spin: 589.8 kJ/mol
- Gap between HOMO and LUMO: 0.3296 hartree
- E_tot: -356.6327 a.u.
- Multiplicity: 1

Quick look at the natural (NBO) charges, all values in e: number 1, C, carries 0.16; number 2, C, carries -0.30; number 3, C, carries -0.11; number 4, H, carries 0.47; number 5, H, carries 0.24; number 6, H, carries 0.22; number 7, H, carries 0.41; number 8, H, carries 0.24; number 9, N, carries -0.14; number 10, N, carries -0.45; number 11, N, carries -0.18; number 12, O, carries -0.58



Question: The highest multiplicity belongs to which entry?
Answer: C24H66MgN7O9